This record from the Open Molecules 2025 dataset describes 17 unconnected molecules or ions with the total composition C83H193N7O27 in a non-equilibrium geometry. The level of theory is ωB97M-V/def2-TZVPD.

The geometry in XYZ format:
```
310
Properties=species:S:1:pos:R:3:forces:R:3
C -7.3033 0.8772 3.0744 0.1137 -1.3559 0.6933
C -6.6073 -0.3994 3.6578 0.8394 1.1200 0.3488
O -5.5109 -0.8797 2.8735 -1.4247 -1.0678 0.5930
O -6.3958 1.9180 2.8065 0.7238 0.3550 0.4281
H -8.0640 1.2179 3.7737 -0.1835 -0.0977 0.2294
H -7.8109 0.6174 2.1607 0.0026 0.0651 -0.5611
H -7.2675 -1.2454 3.8340 -0.2982 0.1151 -0.3123
H -6.2201 -0.1115 4.6586 -0.1032 -0.0728 -0.2245
H -5.0205 -0.1457 2.5591 0.6527 1.2716 -0.5001
H -6.0749 2.2976 3.6512 -0.3275 -0.3570 -0.6998
C -1.6920 5.4656 -3.9030 1.1790 -0.6320 0.7487
C -1.3596 4.5511 -2.7038 -0.2820 0.6342 -0.1995
O -2.4196 4.4946 -1.7621 -0.6562 -0.1003 0.0126
O -0.6658 5.3367 -4.8557 -0.1437 -0.5467 -0.7360
H -1.6844 6.5263 -3.7043 -0.3463 0.2704 0.6840
H -2.6850 5.1707 -4.2162 -0.4725 -0.0700 -0.6941
H -0.5094 4.9217 -2.1685 0.5187 0.4487 0.3563
H -1.0932 3.5589 -3.0598 -0.1478 0.2544 0.0003
H -3.2478 4.2946 -2.2303 0.4042 -0.0315 0.1501
H -0.6571 4.4028 -5.1740 -0.0041 0.3371 0.0443
C -0.2149 -4.4264 0.0458 0.8811 0.0939 -0.3534
C 0.0122 -5.5140 -1.0257 1.8387 -1.1552 2.5867
O -1.1008 -5.6885 -1.8069 -0.7381 0.1316 -0.6506
O -0.6186 -3.2605 -0.6525 -1.0463 -0.4149 -1.0498
H 0.6899 -4.1513 0.6137 -0.1394 -0.5598 -0.1442
H -0.9705 -4.8061 0.7376 -0.2401 0.3220 0.0186
H 0.1777 -6.4753 -0.4235 -0.0819 1.0471 -0.9327
H 0.9497 -5.3327 -1.5979 -0.5214 0.1061 0.1086
H -1.4303 -4.7937 -1.9339 -0.4381 0.0957 -0.3247
H -0.3664 -2.4228 -0.2478 0.6105 0.4886 1.0070
C -0.0527 6.0688 4.5519 2.1251 0.3211 0.6490
C 0.6798 4.7364 4.6477 -0.8266 -0.2985 -0.1026
O 1.9492 4.8465 4.0440 0.3020 -0.3207 0.2520
O -0.2713 6.4421 3.1742 1.1168 0.2038 0.5889
H 0.6530 6.7687 5.0816 -0.8889 0.0008 -0.6988
H -0.9550 6.0066 5.1265 -0.8348 0.2092 -0.1753
H -0.0504 4.0190 4.1736 1.1938 -0.0437 0.3095
H 0.8777 4.4670 5.7100 -0.5825 0.0998 -0.5362
H 1.9775 4.4299 3.1571 -0.2589 0.4481 0.0183
H 0.6265 6.7141 2.8579 -1.0465 -0.4167 0.2282
C 6.6634 -0.3962 0.4584 1.3612 1.0467 -0.6597
C 6.4459 -1.4059 -0.6851 -0.5541 1.7134 -0.3696
O 5.8047 -2.5178 -0.1459 -0.6126 -1.1178 0.0966
O 5.4766 0.0274 1.0547 -0.3626 -0.2225 0.1274
H 7.0702 0.5568 0.0422 0.1033 -0.9859 0.0444
H 7.3983 -0.7457 1.2308 -0.5006 -0.0977 -0.6413
H 7.3723 -1.6776 -1.2007 0.1834 0.0836 0.1782
H 5.7714 -0.9148 -1.4478 0.7209 -0.2789 0.7311
H 5.2284 -2.8841 -0.8293 0.1217 -0.0572 0.3081
H 5.1498 -0.7176 1.5710 -0.5107 -0.1177 0.2282
C 4.3450 2.8704 3.0813 0.2413 0.7667 0.8566
C 5.1126 3.0494 4.4228 -1.0951 1.0036 -0.9733
O 4.9648 4.4550 4.8490 0.8455 -1.2971 -0.3261
O 4.4543 4.0194 2.2689 0.1268 -0.5610 -0.5438
H 3.3102 2.7239 3.3730 -0.5239 -0.0689 -0.1220
H 4.6657 2.0020 2.5399 0.3785 -0.5106 -0.3517
H 6.1599 2.7192 4.3409 -0.3109 0.7463 0.3092
H 4.5427 2.4292 5.0839 0.2751 -0.5007 0.8598
H 4.0315 4.6209 5.0497 -0.0315 -0.2232 -0.2054
H 4.7463 4.7144 2.8610 0.0817 0.4925 0.2433
C 4.1980 -2.7191 3.6054 0.8986 1.2806 -0.6955
C 5.2752 -2.6003 4.6994 -1.0137 -1.0439 0.0460
O 4.7994 -1.6726 5.6704 0.2633 -0.4455 -0.0584
O 4.1027 -1.3786 2.9967 -0.4736 -0.6028 0.6251
H 3.2211 -3.0131 4.0386 0.5107 -0.0029 -0.4665
H 4.5248 -3.3017 2.7268 -0.3452 -0.3711 0.7455
H 6.1255 -2.1260 4.2793 0.9685 0.2425 -0.5295
H 5.6013 -3.6075 5.0922 -0.5542 0.9334 -0.0434
H 3.9100 -1.9490 5.9421 -0.2106 0.3335 0.3790
H 4.2903 -0.7503 3.7105 -0.1283 -0.0481 0.0095
C -4.4647 -3.2605 -3.2627 -0.8073 -0.7973 -0.9043
C -3.3041 -2.6090 -2.5546 0.1851 0.6544 0.0591
O -3.2923 -2.9451 -1.1734 0.6599 -0.2542 -0.2784
O -5.7791 -3.0668 -2.6754 0.9768 -0.3210 0.8371
H -4.2599 -4.3699 -3.3608 -0.3294 1.1017 0.0591
H -4.6068 -2.8000 -4.2710 0.5381 -0.5447 0.5834
H -3.3726 -1.5198 -2.6230 -0.1385 0.1464 -0.2331
H -2.3832 -2.8962 -3.1173 -0.3701 -0.0648 0.5059
H -2.3500 -2.8975 -0.8663 -0.7207 -0.2916 -0.1811
H -5.6659 -3.1189 -1.7064 -0.0599 -0.0706 -0.4380
C 2.0033 4.8516 -0.7292 0.9891 0.6955 0.6396
C 1.4745 5.3752 0.5925 1.4475 -0.4540 -0.7123
O 1.5174 4.3577 1.5363 -0.7281 -2.3418 0.7193
O 3.4091 4.5530 -0.5388 -0.7076 -0.3326 -0.8251
H 2.0319 5.6617 -1.4604 -0.2508 -0.1346 -0.1253
H 1.3235 4.0628 -1.0812 0.6434 -0.3523 -0.0951
H 0.4842 5.6991 0.5689 -1.7075 1.1157 -0.5724
H 2.1705 6.1318 0.9185 0.0808 0.5296 0.2324
H 0.7004 3.7979 1.4302 0.8670 0.7885 0.0202
H 3.5925 3.9324 0.1792 -0.5773 0.2181 0.3602
C -3.0710 5.4783 1.0627 0.7352 1.3575 0.9425
C -2.5006 4.1330 1.4441 -1.5843 -0.2448 -0.7099
O -1.1508 4.0942 1.7133 2.3198 0.6302 0.0103
O -3.1588 6.3830 2.2251 -0.2930 -1.4309 -0.7376
H -4.0626 5.4015 0.6813 -0.9309 -0.4916 -0.1841
H -2.5073 5.9200 0.2339 0.2348 -0.0035 0.3185
H -2.7244 3.4708 0.5507 0.3471 0.4825 1.1916
H -2.9634 3.7844 2.3673 -0.8575 -0.2250 -0.1955
H -0.8151 4.8647 2.2403 -0.8440 -0.2838 -0.3526
H -2.6214 7.1482 2.0751 0.5502 0.4551 -0.1331
C -5.1024 2.0727 -1.9331 0.6187 -0.7849 -1.3075
C -6.2076 1.1419 -1.4650 0.7338 -0.0909 1.6068
C -7.2931 2.0366 -0.7715 -0.2229 -1.5114 -0.8216
C -8.1873 2.6895 -1.7872 -1.1473 3.5070 0.0882
C -8.7890 1.7791 -2.8208 0.9502 -1.3468 -0.3097
C -7.6687 0.9289 -3.5449 -0.9119 0.4425 0.6468
N -6.8583 0.2710 -2.4470 -0.9129 0.2208 -1.8514
O -5.9043 -0.4997 -3.2032 0.2318 0.2372 0.8582
C -8.2934 -0.1468 -4.4481 1.1060 0.1243 1.6901
C -6.8434 1.7448 -4.5545 0.8941 1.0696 2.1057
C -5.5303 0.1831 -0.3985 0.8719 0.7704 -1.2278
H -4.4361 1.5721 -2.6510 0.1583 -0.2312 0.4788
H -4.5476 2.4040 -1.0777 0.4433 0.2336 0.4100
H -5.4152 2.9203 -2.5004 -0.6981 0.8414 -0.1580
H -7.9397 1.3776 -0.2369 -0.5519 -0.9158 0.5563
H -6.9199 2.6754 0.0137 0.6196 0.4792 -0.1619
H -7.7047 3.5870 -2.2951 -0.0462 -1.1904 0.3600
H -9.0745 3.2527 -1.3060 1.2642 -0.9928 -0.1909
H -9.2494 2.4002 -3.5750 -0.4531 0.0368 -0.2736
H -9.5575 1.1203 -2.3424 0.6252 0.2960 -0.5109
H -9.0391 0.3628 -5.0046 -0.7644 0.0807 -0.8199
H -7.4892 -0.5667 -5.0506 -0.3760 -0.1096 -0.2204
H -8.7018 -0.8912 -3.7937 -0.5303 -0.7015 0.0549
H -6.7863 2.8181 -4.2968 0.0802 -0.3664 -0.0183
H -5.8396 1.3127 -4.4768 -0.1115 0.2489 -0.6713
H -7.2597 1.6846 -5.5260 -0.2269 -0.2167 -1.0079
H -5.0005 0.8004 0.3477 -0.4316 -0.2051 -0.0536
H -4.7287 -0.4516 -0.8700 -0.8787 0.5414 0.2482
H -6.2582 -0.4558 0.0591 -0.4008 -0.3434 0.3577
H -6.1508 -1.4297 -3.0057 0.2958 0.2959 0.0657
C 7.6151 3.0536 -1.4344 0.2222 0.5676 -0.3445
C 7.3674 2.7260 -2.9103 -1.3223 0.6890 -0.9146
C 8.3570 1.7031 -3.4879 -0.9115 0.1601 0.8464
C 7.9045 1.0539 -4.7929 -0.3217 -1.9405 0.7386
C 6.5316 0.3434 -4.6015 1.5899 2.3885 0.2807
C 5.4904 1.4170 -4.1643 -0.2993 -1.1328 -0.8767
N 5.9939 2.0937 -2.9685 0.1147 0.5114 0.5101
O 4.9436 3.0058 -2.5134 0.8167 -0.3768 -1.5169
C 5.0753 2.3183 -5.3805 0.8874 0.0682 1.0217
C 4.3524 0.4794 -3.7587 -0.6134 0.3838 0.5695
C 7.6029 4.0895 -3.6956 -1.7201 -0.7392 0.9297
H 7.6826 2.1485 -0.8152 0.3443 0.3863 -0.2280
H 6.7972 3.6813 -1.0169 0.5913 -0.2667 -0.3633
H 8.5323 3.6874 -1.4645 -0.4474 -0.6978 0.7670
H 9.2579 2.2826 -3.5215 0.9181 -0.0994 -0.4804
H 8.4961 0.9387 -2.7101 0.0360 -0.1538 -0.3311
H 8.6102 0.2758 -5.0838 0.3235 -0.0054 0.0986
H 7.8010 1.6379 -5.6677 0.1713 1.3694 -0.6450
H 6.6245 -0.3336 -3.7747 0.0164 -0.6673 0.3433
H 6.2645 -0.1824 -5.5149 -0.3307 0.0622 0.0324
H 4.6981 1.7128 -6.1854 -0.0621 -0.4481 -0.4084
H 4.2914 3.0192 -5.1248 -0.0754 0.2157 0.2878
H 5.9437 2.8936 -5.7386 -0.3674 -0.2027 0.0334
H 4.2084 -0.2757 -4.5261 -0.3776 0.0566 -0.2554
H 4.5847 -0.0610 -2.8496 0.5340 -0.1218 0.1801
H 3.4356 0.9763 -3.4826 -0.4313 0.2638 -0.3178
H 8.5834 4.4679 -3.4490 0.1465 0.3057 0.2532
H 6.7827 4.7929 -3.4502 0.6454 -0.1478 0.0973
H 7.5722 3.9670 -4.7521 -0.0010 -0.3249 -0.9554
H 4.9922 3.0006 -1.5618 -0.0631 -0.1536 0.5175
C 2.6973 -4.2074 -8.4125 -0.0655 0.9709 0.0376
C 2.2527 -3.7112 -7.0365 -0.0663 -0.6272 -0.0786
C 0.6943 -3.7846 -7.0290 1.3712 3.0088 1.6943
C 0.2414 -3.5926 -5.5728 -0.6983 0.7494 -0.5092
C 0.8154 -4.6118 -4.6253 0.4897 0.3289 1.3972
C 2.3764 -4.6842 -4.5849 -0.6596 0.4451 -1.1914
N 2.8172 -4.6473 -6.0235 -1.3127 -0.6556 0.7556
O 4.2144 -4.5091 -5.9968 0.9174 -1.3811 -1.2478
C 2.8936 -3.4805 -3.7894 -0.9609 0.6788 0.7567
C 2.8547 -6.0435 -4.0049 -0.6480 0.5245 0.9804
C 2.8065 -2.3152 -6.8053 0.7807 -0.1284 -0.4947
H 2.0256 -3.7292 -9.1253 0.2562 0.1628 -0.3049
H 2.5195 -5.2524 -8.5058 0.0547 -0.9977 0.0046
H 3.7353 -3.9509 -8.6486 -0.1632 -0.1142 0.0157
H 0.3220 -2.9284 -7.6582 0.2827 -0.8151 0.4595
H 0.3123 -4.6748 -7.4006 -0.4510 -1.8293 -0.8510
H -0.8737 -3.6158 -5.5487 0.6672 0.0193 0.2270
H 0.5548 -2.5926 -5.2103 -0.3597 -0.3308 -0.3094
H 0.4621 -5.5941 -4.8358 -0.4849 -0.8330 -0.2868
H 0.4302 -4.3389 -3.6081 0.4607 -0.4408 -0.6249
H 2.4055 -2.5291 -4.0716 0.1340 -0.4714 -0.3067
H 2.5480 -3.5496 -2.7346 0.6752 -0.3754 -0.3904
H 3.9554 -3.2960 -3.8836 0.3054 -0.2675 0.2020
H 2.2529 -6.8908 -4.3277 -0.3114 0.1756 -0.2115
H 3.8668 -6.3064 -4.2518 0.5838 0.3234 -0.1759
H 2.7907 -6.0174 -2.8952 0.0156 0.0183 -0.5737
H 2.6564 -1.7089 -7.7026 -0.0055 0.1076 0.0683
H 3.9189 -2.4421 -6.6445 -1.3001 0.4912 0.0364
H 2.2957 -1.8535 -5.9738 0.2652 0.3257 0.1574
H 4.4526 -5.2942 -6.5480 0.2856 1.0271 0.7620
C -4.0026 -3.8202 4.5687 0.2016 0.8842 0.7296
C -4.2369 -3.7035 6.1274 0.0869 0.6086 -1.6081
C -5.6274 -4.1353 6.4417 -0.6296 -1.0751 0.8574
C -5.7434 -4.2631 7.9638 -0.2210 -1.0924 -0.2775
C -4.7258 -5.3007 8.4927 -0.5331 0.0255 0.6785
C -3.2981 -4.8928 8.2248 0.2900 0.8529 -0.3025
N -3.2758 -4.6536 6.7538 -0.4452 1.1487 -0.4321
O -2.0218 -4.0916 6.3810 1.0963 -0.9513 0.2186
C -2.7875 -3.7598 9.1521 -0.8859 -0.7744 0.4578
C -2.3806 -6.0776 8.3971 1.2400 -0.2385 -1.0995
C -4.0964 -2.2457 6.5059 -0.8473 0.5339 -0.5622
H -3.9827 -4.8616 4.3501 -0.4753 -0.9717 -0.4515
H -2.9770 -3.5087 4.3642 -0.1793 0.3811 -0.1265
H -4.7055 -3.2449 3.9079 0.4939 -0.5373 0.8924
H -6.4316 -3.5024 6.0556 0.4659 0.2620 -0.1390
H -5.7208 -5.0839 5.9389 -0.5069 -0.7460 0.0554
H -6.7896 -4.4286 8.2979 0.7060 -0.1502 -0.1253
H -5.4219 -3.3201 8.3375 -0.1035 0.9311 0.6930
H -4.8025 -6.2535 7.9599 -0.6440 -0.1369 0.3766
H -4.8052 -5.4115 9.6023 -0.2110 -0.2917 -0.8444
H -2.3087 -3.0149 8.5323 0.4104 0.2082 0.3928
H -3.6117 -3.3315 9.7617 0.4358 0.0443 -0.5458
H -2.1244 -4.2793 9.8752 -0.0178 0.8976 -0.4099
H -2.5240 -6.6514 9.2792 -0.6305 -0.4705 0.8918
H -2.5669 -6.6805 7.5040 0.2692 -0.4671 0.2948
H -1.2936 -5.8281 8.4465 -0.7345 0.1920 -0.3547
H -3.3026 -1.7934 5.9730 1.2248 0.4654 -0.2784
H -4.0263 -2.0273 7.5500 0.1360 0.0585 0.6368
H -4.9861 -1.7217 6.1162 0.1479 -0.1860 0.2327
H -1.5250 -4.8771 6.0787 -0.2373 0.6073 0.1124
C -2.9460 3.4235 -6.7284 0.9862 -0.9783 1.8306
C -1.7789 2.3776 -6.8056 -0.5403 0.4720 1.2378
C -0.9369 2.6884 -8.0270 -0.1790 1.6793 -0.0477
C 0.3416 1.9384 -8.1534 1.9202 -2.7884 -1.4546
C 1.2633 2.1354 -6.9392 -0.8311 -0.4031 -0.8281
C 0.5133 1.8831 -5.6509 -0.3539 -0.8812 0.8642
N -0.8684 2.5881 -5.6209 1.0691 -0.5468 -1.1553
O -1.5091 2.2471 -4.4283 -0.5373 -0.2713 0.2006
C 0.4545 0.3319 -5.4318 0.7450 0.8594 -0.7535
C 1.2999 2.5087 -4.5047 -0.0069 0.0732 -0.9117
C -2.4343 1.0052 -6.8114 0.3215 -1.6202 -2.4070
H -3.4743 3.2034 -5.7744 -0.1536 0.1631 -0.8061
H -3.5981 3.4336 -7.5835 -0.2438 -0.2866 -0.2926
H -2.5076 4.3880 -6.5893 0.2653 0.8278 -0.1191
H -1.5840 2.7643 -8.9058 0.1585 -0.7404 -0.1152
H -0.6417 3.7609 -7.9252 -0.1253 -0.4576 0.2230
H 0.9032 2.1674 -9.1123 -0.6756 0.1950 1.0773
H 0.2612 0.8074 -8.2511 -0.6705 1.1291 -0.0100
H 1.5822 3.1406 -7.0120 0.6320 1.2962 0.3574
H 2.1572 1.4755 -6.9501 -0.5570 0.3829 -0.1568
H 1.4793 -0.0212 -5.1512 -0.7932 0.3338 -0.2878
H -0.1925 0.1227 -4.6030 -0.5085 -0.4730 0.3544
H 0.1412 -0.1520 -6.3755 0.1620 -0.1301 0.7718
H 1.2946 3.5587 -4.7420 0.1665 0.6741 0.4128
H 0.7931 2.3355 -3.5690 0.1739 -0.0690 0.4788
H 2.3475 2.1813 -4.5209 -0.5177 -0.0720 0.2001
H -3.1621 0.6779 -6.0825 0.0217 0.5853 0.9201
H -1.7165 0.1303 -6.9393 -0.9053 1.2137 -0.0416
H -3.0915 1.0628 -7.7177 0.6284 -0.4637 0.4025
H -1.9329 1.3826 -4.5212 0.0312 -0.2493 -0.2143
C 2.8013 0.9800 6.6171 -1.9669 1.5827 2.1601
C 1.6836 -0.0466 6.7487 -0.0805 -0.4127 -0.6241
C 1.0533 -0.3725 5.3935 0.4103 -0.2167 -0.5363
C 0.2547 -1.6863 5.4120 0.5946 0.6162 -0.4140
C 1.0078 -2.8760 6.0004 -0.8578 -0.6272 0.2296
C 1.6532 -2.5697 7.3980 -0.0668 -0.7231 -0.9753
N 2.3308 -1.2803 7.2393 1.4627 -0.6668 0.4844
O 3.0382 -1.0662 8.5037 -1.2943 0.4859 -0.5598
C 0.6034 -2.5922 8.4863 -1.0955 -0.4287 0.5588
C 2.7361 -3.6627 7.6900 -0.8602 0.5177 -0.7778
C 0.6279 0.5012 7.6516 0.2768 0.3059 2.3007
H 2.4320 1.8675 6.1171 -0.3226 0.2050 -0.3915
H 3.6595 0.6777 6.1182 1.6075 -0.9789 -0.6854
H 2.9904 1.3540 7.6591 0.4696 -0.4344 -0.9441
H 0.3809 0.4484 5.0644 0.4853 -0.3316 0.3726
H 1.8907 -0.4005 4.6642 -0.4322 -0.2685 0.0540
H -0.1232 -1.8437 4.3988 0.2613 -0.4175 0.0405
H -0.6346 -1.5461 5.9976 -0.5399 0.1754 0.4730
H 1.7304 -3.3276 5.3212 0.3376 0.4429 -0.0706
H 0.2382 -3.6799 6.0696 0.6234 0.4322 0.4758
H 0.2161 -3.6316 8.6332 0.4346 0.6922 -0.1070
H 1.0010 -2.2374 9.4633 -0.3374 -0.0559 -0.7189
H -0.2905 -2.0166 8.1611 0.6344 -0.2778 0.5279
H 3.3774 -3.3704 8.5202 -0.3985 -0.4273 0.2400
H 2.1932 -4.6241 7.7915 0.6035 0.4456 0.2769
H 3.3856 -3.7293 6.8154 0.0518 -0.1994 -0.0654
H 0.2541 1.4633 7.3717 -0.0866 0.6923 -0.6833
H 1.1472 0.6954 8.6181 -0.6561 -0.3130 -0.2218
H -0.2448 -0.1219 7.8285 0.1844 -0.1328 -0.1073
H 3.9497 -0.9916 8.2387 0.6167 0.0711 -0.2827
C 2.3016 -1.3047 -0.6738 -1.5162 -0.5666 0.5430
C 1.2876 -0.2870 -0.0852 0.9555 -0.9929 0.9149
C 0.4670 0.1870 -1.2178 -2.5142 1.6325 -0.4537
C -0.6419 1.2390 -0.8143 1.3008 1.1141 0.4561
C -1.6089 0.6511 0.2259 0.8762 0.4569 -1.2315
C -0.8677 -0.0815 1.3305 0.9652 0.0158 0.6198
N 0.2541 -0.9894 0.8114 1.0654 1.1690 0.1356
O 0.9165 -1.5699 1.9658 -1.1765 -0.8209 -0.9854
C -0.3314 0.9753 2.3226 -0.3926 -0.0138 -0.5586
C -1.8765 -0.9974 1.9887 0.2299 -1.1789 0.0109
C 2.1900 0.8433 0.4840 -0.4084 0.5795 0.1993
H 2.9814 -0.6999 -1.2496 0.4266 -0.2220 -0.4173
H 1.7704 -2.0622 -1.2831 0.3268 0.4707 0.0654
H 2.8158 -1.8394 0.1140 0.3610 0.0332 0.2159
H 0.9959 0.5588 -2.0696 1.0137 0.5552 -0.2177
H -0.0128 -0.6741 -1.6563 -0.5944 -0.5623 -0.0258
H -1.1652 1.6446 -1.6989 0.0657 -0.4652 0.2775
H -0.1579 2.1851 -0.3667 -0.3823 -1.3505 -0.6088
H -2.2237 -0.0466 -0.3329 -0.5876 -0.1637 0.1702
H -2.1988 1.4772 0.6781 0.0647 -0.8012 -0.2622
H 0.5762 0.6874 2.8294 0.1668 -0.1344 0.1981
H -0.1913 1.9525 1.8553 -0.0004 -0.2661 0.0280
H -1.1190 1.1003 3.0415 -0.2702 0.2423 0.6953
H -1.4673 -1.5940 2.8001 0.0971 0.5978 0.6310
H -2.7851 -0.4612 2.2844 0.2197 -0.2464 -0.0528
H -2.0875 -1.8267 1.3068 -0.6106 0.4051 -0.3872
H 1.6259 1.6281 0.9986 0.0058 0.1971 -0.8499
H 2.7374 1.2115 -0.4295 -0.3932 0.0697 1.2044
H 2.9122 0.6097 1.2809 0.0867 -0.7655 -0.6138
H 1.6035 -0.9943 2.2860 0.6852 0.8116 0.0240
```
Forces are in eV/Å.

Summary:
HOMO energy (eV): -8.19
Total energy (eV): -154900.514
Frontier orbital gap (eV): 8.48

Atomic partial charges in e from the Mulliken method, atoms 1 to 5:
1 C -0.640
2 C -0.288
3 O -0.142
4 O -0.393
5 H 0.481